This record from the OMol25 dataset describes an isolated molecule of C29H33N3O6S. The level of theory is ωB97M-V with the def2-TZVPD basis set.

Multiplicity: 1
Structure (SMILES): COc1ccc([C@H](C(=O)NC[C@H]2CCCO2)N(C(=O)CNC(=O)c2cccs2)c2ccc(C)cc2)cc1OC
Lowest unoccupied orbital energy, Ha: 0.01241
E_HOMO, eV: -7.9
Electronic energy, hartree: -2138.81750
Frontier orbital gap, eV: 8.234
Energy above the lowest of the compared OMol25 structures with the same formula, charge and spin, kJ/mol: 0.0

Each line ends with the Löwdin charge.
Atoms and positions in Å:
S (4.813, -0.823, 4.312)  1.05
O (-2.294, -1.636, -0.455)  0.07
O (-2.233, 1.480, -5.768)  -0.06
O (0.146, -2.992, 3.322)  -0.12
O (2.326, -1.431, -0.012)  0.06
O (1.364, 0.031, 2.601)  0.06
O (-3.245, 2.152, -3.476)  -0.06
N (0.817, 0.182, -0.463)  0.05
N (3.462, 0.312, 1.840)  0.07
N (-0.863, -1.221, 1.240)  0.10
C (-1.082, 5.559, -0.673)  -0.05
C (0.407, 1.545, -0.467)  -0.25
C (-0.817, 3.356, 0.516)  -0.03
C (-2.246, 1.229, -3.433)  -0.18
C (-0.660, -0.057, -4.715)  -0.01
C (-0.164, -0.610, -3.542)  -0.03
C (2.389, -1.441, 4.899)  -0.10
C (3.116, -0.782, 3.944)  -0.43
C (-1.698, -1.779, 2.274)  -0.10
C (4.514, -1.721, 5.742)  -0.40
C (0.323, -4.780, 1.827)  -0.14
C (-1.161, -3.132, 2.781)  -0.30
C (2.948, 0.804, 0.581)  -0.05
C (0.220, 3.640, -1.620)  -0.03
C (-1.756, 1.125, -7.041)  -0.09
C (-1.690, 0.866, -4.680)  -0.20
C (1.077, -3.609, 2.453)  -0.19
C (-1.214, -1.244, -0.054)  -0.44
C (-0.345, 2.056, 0.581)  0.00
C (2.567, -0.134, 2.756)  -0.48
C (-0.554, 4.160, -0.586)  -0.29
C (-1.750, 0.659, -2.276)  0.03
C (2.002, -0.256, -0.001)  -0.44
C (-0.701, -0.257, -2.320)  -0.18
C (3.191, -1.978, 5.923)  -0.17
C (-0.118, -0.788, -1.038)  -0.11
C (-3.841, 2.536, -2.262)  -0.07
C (0.697, 2.346, -1.565)  0.00
C (-1.082, -4.196, 1.670)  -0.11
H (1.281, 1.942, -2.378)  0.13
H (-1.734, -1.079, 3.113)  0.13
H (1.323, -1.555, 4.828)  0.11
H (-1.861, -4.947, 1.781)  0.12
H (-0.696, 1.372, -7.159)  0.09
H (-1.195, -3.725, 0.695)  0.10
H (-0.224, -0.356, -5.655)  0.10
H (0.436, 4.254, -2.481)  0.12
H (-4.302, 1.684, -1.753)  0.10
H (0.648, -1.320, -3.593)  0.12
H (-1.904, 0.059, -7.245)  0.10
H (-1.771, 5.768, 0.142)  0.08
H (1.934, -3.913, 3.057)  0.12
H (2.803, -2.533, 6.758)  0.11
H (-1.810, -3.457, 3.606)  0.15
H (4.417, -0.002, 1.887)  0.11
H (3.777, 0.964, -0.108)  0.14
H (0.311, -5.626, 2.516)  0.11
H (1.418, -2.909, 1.679)  0.10
H (-2.342, 1.710, -7.748)  0.09
H (-2.177, 0.912, -1.320)  0.12
H (2.415, 1.744, 0.746)  0.12
H (5.341, -2.004, 6.363)  0.06
H (-1.407, 3.746, 1.332)  0.11
H (-4.612, 3.257, -2.530)  0.10
H (-3.116, 3.010, -1.590)  0.08
H (-0.261, 6.274, -0.623)  0.08
H (-0.550, 1.440, 1.442)  0.11
H (0.760, -5.095, 0.883)  0.11
H (0.482, -1.685, -1.247)  0.16
H (-1.598, 5.712, -1.619)  0.08
H (-2.699, -1.921, 1.860)  0.13
H (0.045, -0.892, 1.547)  0.09

Atoms 1-3, force components in eV/Å:
-0.501 -0.130 0.245
-0.176 -0.168 -0.162
-0.064 -0.008 0.423

=====

This record from the OMol25 dataset describes a structure of composition C29H34BaCl3FI2N4O3 at a distorted geometry. The level of theory is ωB97M-V with the def2-TZVPD basis set.

Total charge: +2
Multiplicity: 1
Lowest unoccupied orbital energy, Ha: -0.17963
E_HOMO, eV: -12.7
Electronic energy, hartree: -3671.09456
Frontier orbital gap, eV: 7.811
Energy above the lowest of the compared OMol25 structures with the same formula, charge and spin, kJ/mol: 273.8

Each line ends with the Löwdin charge.
Atoms and positions in Å:
Ba (-0.618, -2.075, -2.091)  1.85
I (0.202, -2.638, -5.228)  0.81
I (0.922, 0.575, -4.039)  0.84
Cl (-3.033, -7.287, -0.692)  0.66
Cl (-4.851, -5.619, -2.245)  0.66
Cl (-2.915, -7.336, -3.599)  0.66
F (2.464, 2.755, 2.319)  0.08
O (-2.656, -1.562, -1.201)  -0.18
O (-2.029, -0.444, -2.986)  -0.24
O (-0.059, -0.279, -0.731)  -0.30
N (-2.686, 2.661, 0.353)  -0.03
N (0.385, 6.178, 5.310)  0.06
N (0.625, 4.798, 3.177)  -0.09
N (-1.505, -4.389, -2.198)  0.00
C (0.820, 1.765, 1.015)  0.10
C (-3.738, 3.567, 0.825)  -0.18
C (2.245, -6.090, -2.833)  -0.36
C (2.226, -4.812, -2.007)  -0.19
C (1.394, -4.645, -0.903)  -0.09
C (3.271, -2.696, -1.431)  -0.03
C (1.190, 2.753, 1.878)  -0.18
C (-0.476, 1.719, 0.496)  -0.04
C (-1.001, 3.695, 1.778)  0.06
C (1.115, -7.061, -2.497)  -0.07
C (2.495, -2.575, -0.280)  -0.30
C (3.141, -3.790, -2.271)  -0.02
C (-2.405, -0.499, -1.800)  -0.81
C (1.819, 5.886, 5.005)  -0.07
C (-3.230, -6.335, -2.169)  -1.60
C (-0.843, 0.648, -0.412)  -0.31
C (0.251, 6.170, 2.859)  -0.12
C (1.870, 4.768, 3.948)  -0.12
C (-4.334, 3.101, 2.150)  -0.05
C (2.247, -5.819, -4.341)  -0.07
C (2.762, -1.496, 0.732)  -0.05
C (-0.288, 6.829, 4.137)  -0.07
C (-1.408, 2.703, 0.872)  -0.11
C (1.527, -3.548, -0.053)  -0.11
C (-2.265, -5.246, -2.170)  -0.35
C (-2.179, 0.710, -0.920)  -0.03
C (-3.031, 1.678, -0.517)  0.06
C (0.290, 3.760, 2.283)  -0.13
C (-0.181, -0.546, -5.470)  -1.09
H (-1.360, 6.683, 4.246)  0.14
H (1.868, -1.273, 1.315)  0.07
H (-4.513, 3.598, 0.061)  0.13
H (0.686, -5.417, -0.630)  0.10
H (0.934, -3.508, 0.856)  0.12
H (1.959, 3.802, 4.439)  0.14
H (1.144, -7.383, -1.455)  0.08
H (3.534, -1.838, 1.425)  0.09
H (-0.502, 6.203, 2.079)  0.13
H (4.025, -1.948, -1.647)  0.12
H (-3.337, 4.576, 0.902)  0.11
H (3.813, -3.873, -3.116)  0.12
H (1.199, -7.954, -3.115)  0.09
H (1.334, -5.298, -4.637)  0.02
H (2.330, 5.577, 5.913)  0.14
H (3.129, -0.585, 0.258)  0.08
H (1.121, 6.723, 2.484)  0.14
H (2.759, 4.916, 3.330)  0.14
H (-3.572, 3.044, 2.927)  0.07
H (3.101, -5.222, -4.655)  0.07
H (2.274, 6.809, 4.652)  0.14
H (0.147, -6.600, -2.702)  0.05
H (-4.775, 2.111, 2.033)  0.09
H (-0.077, 5.284, 5.487)  0.19
H (0.290, 6.755, 6.144)  0.19
H (-5.118, 3.786, 2.471)  0.09
H (0.122, -0.246, -6.464)  -0.02
H (3.192, -6.585, -2.590)  0.15
H (1.537, 1.016, 0.709)  0.12
H (-0.071, 7.896, 4.156)  0.14
H (-1.233, -0.375, -5.286)  -0.04
H (-4.048, 1.720, -0.882)  0.16
H (-1.711, 4.431, 2.127)  0.11
H (2.286, -6.762, -4.887)  0.09

Atoms 1-3, force components in eV/Å:
5.851 -3.936 -1.256
0.112 0.002 -1.023
0.162 0.185 -0.240

=====

This record from the OMol25 dataset describes a structure of composition C29H34Cl2N6O3S2 at a distorted geometry. The level of theory is ωB97M-V with the def2-TZVPD basis set.

Multiplicity: 1
Lowest unoccupied orbital energy, Ha: -0.00258
E_HOMO, eV: -7.4
Electronic energy, hartree: -3395.49891
Frontier orbital gap, eV: 7.327
Energy above the lowest of the compared OMol25 structures with the same formula, charge and spin, kJ/mol: 395.1

Each line ends with the Löwdin charge.
Atoms and positions in Å:
Cl (-6.748, 2.614, -0.203)  0.76
Cl (-4.451, -2.281, 3.200)  0.98
S (-0.506, -2.046, 2.522)  1.02
S (1.257, 2.558, 1.289)  1.06
O (-6.536, -3.283, -1.913)  -0.10
O (-4.590, -4.269, -1.648)  0.04
O (-2.352, 5.772, 0.794)  0.03
N (4.087, -0.251, 0.234)  -0.13
N (-3.145, 1.673, -1.399)  0.14
N (-0.680, 4.280, 1.005)  0.14
N (-1.198, 1.745, 1.388)  0.12
N (1.672, -0.192, 1.639)  -0.25
N (-4.894, 0.470, -1.682)  0.03
C (1.829, -1.027, 0.491)  -0.09
C (-4.773, -2.167, -0.472)  -0.34
C (-1.942, 4.597, 0.605)  -0.36
C (-3.126, -1.714, 3.055)  -0.97
C (-6.172, -0.325, -0.905)  -0.06
C (0.736, 0.712, 1.798)  -0.33
C (-4.396, 3.553, 0.163)  -0.04
C (-2.571, 2.660, -0.815)  -0.25
C (-3.813, -1.579, -1.132)  -0.18
C (-0.391, 2.877, 1.271)  -0.56
C (5.485, 0.101, -0.520)  -0.25
C (7.694, -0.645, -1.826)  -0.41
C (-2.909, 3.655, -0.101)  -0.14
C (-0.599, 0.669, 1.785)  -0.43
C (2.870, -0.266, -0.347)  -0.20
C (5.251, -0.403, -1.743)  -0.20
C (-2.038, -2.690, 2.975)  -0.39
C (-4.454, 1.553, -1.121)  -0.31
C (-5.758, -1.151, 0.274)  -0.05
C (2.954, 0.012, 2.289)  -0.19
C (-5.326, -3.274, -1.123)  -0.31
C (4.047, 0.382, 1.341)  -0.37
C (7.842, -0.325, -0.610)  -0.32
C (-2.537, -0.589, 2.502)  -0.23
C (-4.198, -0.637, -2.220)  -0.14
C (-1.383, -0.289, 2.223)  -0.30
C (6.601, 0.028, -2.589)  -0.12
C (6.564, -0.629, 0.321)  -0.02
C (-5.033, 2.550, -0.259)  -0.60
H (5.495, 1.023, -0.447)  0.08
H (6.546, -0.589, -3.690)  0.17
H (-1.300, 2.621, -1.284)  0.20
H (2.744, 0.695, 3.367)  0.20
H (8.741, -0.704, -0.080)  0.14
H (3.335, -1.095, 2.871)  0.17
H (0.967, -1.214, 0.061)  0.06
H (6.696, -0.336, 1.270)  0.05
H (-4.317, -2.782, 0.731)  0.22
H (-5.036, -4.886, -2.391)  0.22
H (-3.209, 0.198, 2.223)  0.14
H (-4.765, 4.600, 0.600)  0.18
H (-5.410, -0.704, 0.942)  -0.03
H (-6.800, 0.416, -0.449)  0.02
H (-3.196, -1.072, -0.446)  0.12
H (3.691, 1.519, 1.186)  0.11
H (4.989, 0.747, 2.028)  0.18
H (-6.703, -1.828, 0.377)  0.18
H (-6.706, -0.639, -1.690)  0.08
H (8.648, -0.489, -2.392)  0.14
H (-3.002, -2.390, -1.696)  0.22
H (4.563, 0.054, -2.436)  0.12
H (-2.061, -3.601, 3.215)  -0.03
H (6.417, -1.884, 0.158)  0.20
H (2.221, -2.009, 1.204)  0.19
H (5.168, -1.364, -2.202)  0.12
H (-4.802, -0.966, -2.861)  0.07
H (6.769, 1.160, -2.667)  0.14
H (-0.067, 4.787, 1.318)  0.01
H (2.597, 0.518, -0.916)  0.10
H (-3.428, -0.136, -2.712)  0.12
H (3.077, -0.947, -1.169)  0.12
H (7.751, -1.866, -1.973)  0.18
H (8.021, 0.733, -0.586)  0.13

Atoms 1-3, force components in eV/Å:
-1.333 0.544 0.342
-13.617 -3.920 1.892
-1.257 1.509 -0.002